## w
DFT (ωB97M-V/def2-TZVPD) results for 11 unconnected molecules or ions with the total composition BH24O10.

The geometry in ORCA input format:
```
! wB97M-V def2-TZVPD RIJCOSX def2/J DEFGRID3
* xyz -1 1
B -1.152 -0.522 0.230
H -1.762 -0.226 1.235
H -0.555 -1.611 0.480
H -1.890 -0.609 -0.716
H -0.329 0.417 0.035
O 2.690 -0.461 1.408
H 2.265 -0.216 0.590
H 2.005 -0.296 2.031
O 0.170 2.892 -1.923
H -0.604 2.674 -1.395
H 0.532 2.058 -2.091
O 2.594 1.734 -1.513
H 2.269 1.759 -0.612
H 3.422 2.207 -1.414
O -0.160 -3.697 3.152
H -0.843 -3.794 2.506
H 0.606 -3.464 2.629
O -0.353 0.165 -3.265
H -0.917 0.210 -2.487
H -0.408 -0.708 -3.584
O -2.563 1.913 2.836
H -2.728 1.291 2.096
H -1.681 2.219 2.597
O -2.540 2.203 -0.957
H -2.475 2.924 -0.313
H -2.388 1.367 -0.471
O 2.203 -0.820 -1.418
H 2.191 0.116 -1.677
H 1.388 -1.253 -1.670
O 0.185 -2.746 -1.984
H -0.520 -2.391 -1.444
H 0.476 -3.618 -1.724
O 0.598 0.325 2.975
H 0.276 -0.302 3.615
H -0.007 0.249 2.241
*
```

Okay, here come the Löwdin numbers, in e, for every atom:
1 B -0.40
2 H -0.06
3 H -0.01
4 H -0.04
5 H -0.01
6 O -0.07
7 H -0.03
8 H -0.05
9 O -0.05
10 H -0.01
11 H -0.05
12 O -0.03
13 H 0.06
14 H 0.07
15 O -0.05
16 H 0.01
17 H 0.03
18 O -0.03
19 H 0.00
20 H 0.00
21 O -0.09
22 H 0.00
23 H 0.02
24 O -0.08
25 H 0.05
26 H -0.02
27 O -0.08
28 H -0.02
29 H -0.02
30 O -0.06
31 H -0.01
32 H 0.05
33 O -0.05
34 H 0.05
35 H -0.03



## x
DFT (ωB97M-V/def2-TZVPD) results for 11 unconnected molecules or ions with the total composition BH24O10.

The geometry in ORCA input format:
```
! wB97M-V def2-TZVPD RIJCOSX def2/J DEFGRID3
* xyz -1 1
B 0.170 -0.181 1.370
H -0.387 -1.240 1.542
H 1.277 -0.294 0.881
H -0.582 0.413 0.651
H 0.219 0.437 2.455
O -1.423 -1.129 -1.680
H -2.127 -0.861 -1.145
H -0.788 -0.459 -1.502
O 4.369 0.414 -0.597
H 3.474 0.120 -0.481
H 4.508 0.071 -1.480
O 1.046 2.590 -0.148
H 0.157 2.404 -0.525
H 1.053 2.165 0.656
O -0.271 -3.473 -0.545
H 0.257 -3.325 0.260
H -0.725 -2.694 -0.788
O 1.329 0.434 -2.117
H 0.934 0.905 -2.890
H 1.070 0.866 -1.290
O -2.824 0.950 2.584
H -1.960 0.813 2.212
H -3.348 0.197 2.441
O 1.778 -2.217 -2.075
H 2.009 -1.358 -1.784
H 1.373 -2.588 -1.273
O -1.292 2.294 -1.692
H -1.985 2.000 -1.114
H -1.030 1.616 -2.298
O -2.670 -2.962 0.737
H -2.156 -2.300 1.214
H -1.976 -3.480 0.345
O -0.162 3.447 2.684
H 0.030 2.528 2.832
H 0.653 3.899 2.565
*
```

Okay, here come the Löwdin numbers, in e, for every atom:
1 B -0.40
2 H -0.06
3 H -0.03
4 H -0.06
5 H -0.03
6 O -0.01
7 H 0.02
8 H -0.02
9 O -0.05
10 H -0.01
11 H 0.03
12 O -0.06
13 H 0.00
14 H -0.05
15 O -0.06
16 H 0.07
17 H -0.03
18 O -0.07
19 H 0.08
20 H 0.00
21 O -0.04
22 H -0.04
23 H 0.00
24 O -0.06
25 H -0.05
26 H 0.00
27 O -0.02
28 H 0.05
29 H 0.02
30 O -0.07
31 H 0.00
32 H -0.02
33 O -0.04
34 H -0.01
35 H 0.01



So which one is most stable? That would be w, about 0.0108 hartree below the next structure.



## w
DFT (ωB97M-V/def2-TZVPD) results for a single CH4IN3 molecule.

The geometry in ORCA input format:
```
! wB97M-V def2-TZVPD RIJCOSX def2/J DEFGRID3
* xyz 0 1
C -0.468 -0.612 -1.409
N 0.210 -0.178 -0.293
N 0.033 0.907 0.226
N 1.020 0.857 1.645
I 0.107 1.395 3.384
H 0.065 -1.210 -2.107
H -0.827 0.226 -1.923
H -1.326 -1.270 -1.254
H 1.186 -0.116 1.731
*
```

Results
SMILES ... C/N=N/NI

Okay, here come the Löwdin numbers, in e, for every atom:
1 C -0.13
2 N -0.12
3 N 0.05
4 N -0.57
5 I 0.62
6 H 0.07
7 H 0.06
8 H 0.10
9 H -0.08



## x
DFT (ωB97M-V/def2-TZVPD) results for a single CH4IN3 molecule.

The geometry in ORCA input format:
```
! wB97M-V def2-TZVPD RIJCOSX def2/J DEFGRID3
* xyz 0 1
C -0.165 0.875 0.843
N -0.627 -1.127 -0.379
N 1.071 -1.551 -2.500
N -0.087 -0.546 0.628
I -0.331 -0.346 -2.318
H 0.467 1.397 0.108
H -1.196 1.199 0.700
H 0.168 1.121 1.848
H 0.700 -1.023 1.069
*
```

Okay, here come the Löwdin numbers, in e, for every atom:
1 C -0.13
2 N -0.37
3 N -0.69
4 N -0.28
5 I 1.13
6 H 0.06
7 H 0.08
8 H 0.08
9 H 0.13



So which one is most stable? That would be w, about 0.1389 hartree below the next structure.



## w
DFT (ωB97M-V/def2-TZVPD) results for a molecular structure, C24H32HfN6O2.

The geometry in ORCA input format:
```
! wB97M-V def2-TZVPD RIJCOSX def2/J DEFGRID3
* xyz 2 1
Hf -0.432 -0.176 0.123
C -3.658 -1.701 0.046
C -4.334 -0.332 -0.055
C -3.361 0.799 -0.415
N -2.246 0.802 0.520
C -2.402 1.338 1.752
C -3.438 2.226 2.078
C -3.743 2.899 3.249
C -3.228 2.727 4.522
C -2.206 1.864 4.886
C -1.355 1.149 4.065
C -1.320 0.989 2.673
N -0.267 0.395 2.081
C 1.032 0.429 2.729
C 2.116 0.187 1.673
C 2.171 -1.292 1.289
N 1.015 -1.608 0.469
C 0.610 -2.875 0.281
C 1.080 -3.957 1.042
C 0.855 -5.316 0.933
C 0.280 -6.018 -0.115
C -0.293 -5.474 -1.250
C -0.630 -4.157 -1.502
C -0.402 -2.982 -0.776
N -0.984 -1.801 -1.091
C -2.122 -1.816 -2.002
C -3.375 -2.371 -1.301
H -4.322 -2.359 0.604
H -2.719 -1.617 0.625
H -4.780 -0.095 0.911
H -5.138 -0.376 -0.789
H -3.903 1.751 -0.436
H -2.963 0.651 -1.424
H -4.080 2.509 1.255
H -4.534 3.633 3.161
H -3.695 3.303 5.308
H -2.009 1.768 5.945
H -0.582 0.602 4.586
H 1.121 -0.330 3.519
H 1.175 1.416 3.190
H 3.082 0.489 2.078
H 1.896 0.800 0.781
H 2.204 -1.886 2.211
H 3.088 -1.510 0.723
H 1.677 -3.674 1.900
H 1.247 -5.911 1.747
H 0.317 -7.095 -0.056
H -0.582 -6.173 -2.025
H -1.165 -4.030 -2.433
H -1.913 -2.413 -2.900
H -2.292 -0.790 -2.341
H -3.226 -3.440 -1.137
H -4.239 -2.260 -1.957
C -1.812 2.975 -3.434
O -1.176 2.792 -2.166
C -0.384 1.796 -1.913
O 0.072 1.655 -0.769
N -0.075 0.867 -2.858
N 0.839 -0.128 -2.426
H -2.542 3.764 -3.261
H -2.321 2.068 -3.767
H -1.102 3.310 -4.192
H -0.141 1.085 -3.849
H 1.807 0.152 -2.624
H 0.655 -0.993 -2.936
*
```

Okay, here come the Löwdin numbers, in e, for every atom:
1 Hf 1.73
2 C -0.19
3 C -0.15
4 C -0.21
5 N -0.14
6 C -0.19
7 C 0.02
8 C -0.03
9 C -0.04
10 C -0.02
11 C 0.02
12 C -0.20
13 N -0.15
14 C -0.21
15 C -0.16
16 C -0.21
17 N -0.15
18 C -0.20
19 C 0.02
20 C -0.03
21 C -0.05
22 C -0.03
23 C 0.00
24 C -0.21
25 N -0.17
26 C -0.22
27 C -0.15
28 H 0.12
29 H 0.09
30 H 0.12
31 H 0.13
32 H 0.12
33 H 0.08
34 H 0.11
35 H 0.12
36 H 0.12
37 H 0.12
38 H 0.11
39 H 0.13
40 H 0.14
41 H 0.13
42 H 0.10
43 H 0.11
44 H 0.14
45 H 0.11
46 H 0.12
47 H 0.12
48 H 0.12
49 H 0.11
50 H 0.11
51 H 0.08
52 H 0.11
53 H 0.13
54 C 0.00
55 O 0.05
56 C -0.56
57 O -0.04
58 N 0.06
59 N 0.05
60 H 0.12
61 H 0.10
62 H 0.11
63 H 0.17
64 H 0.13
65 H 0.12



## x
DFT (ωB97M-V/def2-TZVPD) results for a molecular structure, C24H32HfN6O2.

The geometry in ORCA input format:
```
! wB97M-V def2-TZVPD RIJCOSX def2/J DEFGRID3
* xyz 2 1
Hf 0.159 0.085 0.526
C 0.316 1.487 4.243
C 1.613 0.682 4.289
C 2.050 0.040 2.969
N 0.999 -0.723 2.293
C 0.692 -1.972 2.722
C 1.348 -2.574 3.796
C 1.176 -3.811 4.400
C 0.253 -4.804 4.132
C -0.697 -4.782 3.130
C -0.929 -3.831 2.148
C -0.311 -2.606 1.885
N -0.643 -1.863 0.795
C -1.533 -2.469 -0.196
C -1.648 -1.593 -1.433
C -2.491 -0.355 -1.189
N -1.790 0.576 -0.307
C -2.460 1.662 0.133
C -3.802 1.891 -0.207
C -4.659 2.936 0.086
C -4.427 4.108 0.788
C -3.245 4.461 1.397
C -2.052 3.752 1.508
C -1.665 2.505 1.022
N -0.442 1.970 1.291
C 0.542 2.791 2.009
C 0.393 2.837 3.533
H 0.013 1.678 5.274
H -0.485 0.883 3.809
H 1.492 -0.107 5.033
H 2.432 1.314 4.647
H 2.937 -0.579 3.127
H 2.392 0.815 2.274
H 2.130 -1.981 4.247
H 1.855 -4.010 5.221
H 0.277 -5.680 4.768
H -1.351 -5.646 3.084
H -1.726 -4.098 1.470
H -2.537 -2.626 0.214
H -1.140 -3.448 -0.484
H -2.098 -2.176 -2.237
H -0.642 -1.321 -1.799
H -3.435 -0.681 -0.740
H -2.735 0.132 -2.138
H -4.252 1.128 -0.824
H -5.659 2.825 -0.318
H -5.251 4.806 0.862
H -3.240 5.424 1.894
H -1.312 4.267 2.100
H 0.537 3.811 1.610
H 1.539 2.411 1.755
H -0.511 3.395 3.782
H 1.230 3.418 3.931
C 5.145 0.831 -1.522
O 4.088 -0.021 -1.009
C 2.862 0.386 -0.982
O 1.963 -0.384 -0.576
N 2.529 1.634 -1.366
N 1.153 1.919 -1.305
H 6.050 0.245 -1.425
H 5.220 1.734 -0.918
H 4.965 1.056 -2.572
H 3.162 2.242 -1.863
H 0.752 1.911 -2.240
H 1.014 2.842 -0.903
*
```

Okay, here come the Löwdin numbers, in e, for every atom:
1 Hf 1.78
2 C -0.19
3 C -0.16
4 C -0.23
5 N -0.14
6 C -0.19
7 C 0.02
8 C -0.02
9 C -0.05
10 C -0.02
11 C 0.02
12 C -0.20
13 N -0.13
14 C -0.22
15 C -0.18
16 C -0.23
17 N -0.13
18 C -0.21
19 C 0.02
20 C -0.02
21 C -0.05
22 C -0.03
23 C 0.01
24 C -0.21
25 N -0.16
26 C -0.24
27 C -0.17
28 H 0.12
29 H 0.10
30 H 0.11
31 H 0.13
32 H 0.12
33 H 0.09
34 H 0.10
35 H 0.12
36 H 0.12
37 H 0.12
38 H 0.10
39 H 0.13
40 H 0.13
41 H 0.13
42 H 0.11
43 H 0.12
44 H 0.13
45 H 0.10
46 H 0.12
47 H 0.12
48 H 0.12
49 H 0.09
50 H 0.12
51 H 0.08
52 H 0.11
53 H 0.13
54 C 0.02
55 O 0.06
56 C -0.53
57 O -0.06
58 N 0.06
59 N 0.05
60 H 0.11
61 H 0.11
62 H 0.11
63 H 0.16
64 H 0.13
65 H 0.11



So which one is most stable? That would be x, about 0.0544 hartree below the next structure.